1.
C37H67N8O3RbS2SeSi | the ωB97M-V functional and the def2-TZVPD basis

LUMO level   -0.084 eV
Orbital gap   6.9478 eV
Energy above the lowest of the compared OMol25 structures with the same formula, charge and spin   55.0 kJ/mol
E_tot   -153077.4999 eV
F_max   0.21 eV Å⁻¹

The geometry in ORCA input format:
```
! wB97M-V def2-TZVPD RIJCOSX def2/J DEFGRID3
* xyz 0 1
Rb 0.87071 -0.35788 0.10880
C -0.93094 -1.80234 -4.71612
C -0.17025 -0.99014 -3.67316
C 1.20933 -0.61336 -4.20508
C -0.95804 0.27157 -3.31781
O -0.02806 -1.69341 -2.43412
Si 0.33243 -3.30796 -2.16517
S 0.79000 -3.57200 -0.18603
O -0.91091 -4.23880 -2.75080
C -2.20301 -4.53922 -2.23459
C -2.87065 -3.27973 -1.68862
C -2.08970 -5.59847 -1.14198
C -3.00539 -5.08585 -3.41077
O 1.54435 -3.59780 -3.24536
C 2.07382 -4.82431 -3.74749
C 1.30712 -5.19245 -5.01486
C 3.53688 -4.54568 -4.07156
C 1.96911 -5.94576 -2.71853
H -1.03601 -1.21331 -5.62984
H -1.92472 -2.06684 -4.35536
H -0.39773 -2.72242 -4.95180
H 1.11651 0.02412 -5.08724
H 1.76611 -1.51204 -4.46321
H 1.76305 -0.06166 -3.44466
H -1.09955 0.90175 -4.19956
H -0.39101 0.82936 -2.56740
H -1.93218 0.00161 -2.90472
H -2.24357 -2.82826 -0.92139
H -3.84323 -3.52240 -1.25367
H -3.01807 -2.54445 -2.48073
H -1.48453 -5.22644 -0.31527
H -1.60485 -6.49088 -1.54218
H -3.08288 -5.87398 -0.77960
H -3.06248 -4.34099 -4.20628
H -4.01828 -5.34812 -3.09907
H -2.51918 -5.97757 -3.80910
H 1.39133 -4.38823 -5.74899
H 0.25292 -5.34199 -4.77987
H 1.70861 -6.10754 -5.45512
H 3.61079 -3.71997 -4.78141
H 4.01420 -5.42604 -4.50555
H 4.06888 -4.26725 -3.16067
H 0.92487 -6.15461 -2.48210
H 2.47365 -5.66439 -1.79432
H 2.42573 -6.85466 -3.11598
C 4.64057 0.77923 0.64099
N 3.80094 -0.35157 1.00462
C 4.06599 -1.48177 0.11980
C 4.02601 -0.70540 2.39796
C 3.06559 -1.74317 2.95825
N 1.65506 -1.37428 2.91907
C 0.85815 -2.49425 3.39785
C 1.37626 -0.17830 3.69030
H 5.71350 0.55065 0.75202
H 4.40158 1.63719 1.27167
H 4.45239 1.06284 -0.39405
H 5.09560 -1.85830 0.23796
H 3.93774 -1.17248 -0.91943
H 3.36643 -2.29829 0.30050
H 3.97061 0.21176 2.98921
H 5.04824 -1.10097 2.54009
H 3.38024 -1.94790 3.99829
H 3.16721 -2.68110 2.40938
H 1.16051 -2.80723 4.41126
H 0.96273 -3.33688 2.71440
H -0.19314 -2.20810 3.43410
H 1.66209 -0.28052 4.75276
H 0.30739 0.04228 3.63415
H 1.91869 0.66849 3.26365
C -0.25942 3.70708 6.28155
C -1.02105 3.30809 5.02876
N -0.14292 3.22888 3.85715
C -0.49535 3.63035 2.60803
S -0.06397 2.73482 1.25770
N -1.21740 4.76545 2.48229
C -1.12903 5.93377 3.35463
C -2.50011 6.49773 3.68574
H -0.92487 3.71589 7.14487
H 0.18284 4.69794 6.17333
H 0.54554 2.99937 6.48338
H -1.82455 4.01019 4.81889
H -1.49071 2.33081 5.17376
H 0.40440 2.38111 3.81592
H -1.42639 4.97645 1.51510
H -0.53259 6.69567 2.84353
H -0.58272 5.66104 4.25395
H -3.03122 6.76820 2.77199
H -2.40513 7.39230 4.30166
H -3.10891 5.76998 4.22353
C 2.44645 5.42077 -0.36119
N 1.19995 5.00720 -0.96344
C 1.00601 3.84695 -1.64352
Se 2.24864 2.59986 -2.10497
N -0.32333 3.77999 -1.91527
C -0.99654 4.84335 -1.34540
C -2.33704 5.17141 -1.26583
C -2.66687 6.32648 -0.56499
C -1.68599 7.12376 0.02689
C -0.33851 6.78672 -0.05187
C -0.01616 5.63085 -0.74023
H 3.23565 4.78146 -0.74764
H 2.38840 5.30439 0.72290
H 2.65508 6.45935 -0.61630
H -0.72305 2.99470 -2.40339
H -3.09790 4.55411 -1.72399
H -3.70554 6.61700 -0.48409
H -1.97950 8.02360 0.55161
H 0.42609 7.40109 0.40519
N -6.52728 -2.54743 3.16449
C -5.53763 -2.14371 2.74459
C -4.29467 -1.63431 2.22611
C -4.14915 -0.27407 1.96757
C -2.93431 0.16828 1.47554
N -1.90432 -0.64085 1.23162
C -2.05448 -1.94393 1.47567
C -3.22857 -2.48727 1.97767
H -4.96355 0.41343 2.14722
H -2.76903 1.22119 1.27295
H -1.20394 -2.58011 1.23472
H -3.31090 -3.55053 2.15515
*
```

2.
C37H71BO11 | the ωB97M-V functional and the def2-TZVPD basis

SMILES   C=CC[C@@]1(B(O)OCC)CCC(=O)O1.C1CCOC1.C1CCOC1.C1CCOC1.C1CCOC1.C1CCOC1.C1CCOC1.C1CCOC1
LUMO level   0.460 eV
Orbital gap   9.1641 eV
E_tot   -62717.2086 eV
F_max   1.27 eV Å⁻¹

The geometry in ORCA input format:
```
! wB97M-V def2-TZVPD RIJCOSX def2/J DEFGRID3
* xyz 0 1
C -0.02952 1.87109 -4.06236
C 1.14897 1.26638 -3.94230
C 1.37116 -0.22088 -3.94699
C 1.00536 -1.00511 -5.26412
B -0.06539 -2.11391 -4.89193
O 0.10912 -3.44689 -5.22746
O -1.15629 -1.69872 -4.18921
C -2.47582 -2.00438 -4.65055
C -3.04138 -0.88801 -5.53236
C 0.49499 -0.16763 -6.48439
C 1.56434 -0.42640 -7.57769
C 2.75275 -0.87442 -6.77839
O 3.91610 -0.69716 -6.98189
O 2.27722 -1.57236 -5.72364
H -0.09219 2.84957 -4.52528
H -0.95573 1.41908 -3.72248
H 2.02620 1.88910 -3.78734
H 0.86110 -0.68536 -3.10375
H 2.42960 -0.40385 -3.78043
H 0.01441 -3.64981 -6.16024
H -2.49426 -2.97859 -5.14414
H -3.09711 -2.09897 -3.76038
H -4.01729 -0.55668 -5.18621
H -3.11091 -1.19497 -6.57783
H -2.34286 -0.05098 -5.52046
H 0.42489 0.89782 -6.31559
H -0.42998 -0.60087 -6.86365
H 1.21613 -1.25935 -8.19001
H 1.72634 0.43653 -8.21567
C 2.85633 -3.11882 0.05394
C 1.95845 -2.26146 0.94347
C 1.97297 -0.92846 0.20709
O 2.12421 -1.24693 -1.18303
C 2.48047 -2.62118 -1.33515
H 2.70113 -4.19056 0.17206
H 3.90618 -2.90125 0.26230
H 0.94683 -2.67623 0.95670
H 2.30600 -2.16870 1.96948
H 2.81533 -0.30864 0.52230
H 1.05480 -0.35538 0.34350
H 1.61648 -3.16917 -1.73012
H 3.29541 -2.70009 -2.05651
C -5.75258 -3.11603 0.12250
C -5.77105 -1.58956 0.12862
C -4.57284 -1.26162 -0.75273
O -4.46843 -2.32751 -1.69843
C -5.31600 -3.41062 -1.30645
H -6.71159 -3.56859 0.36947
H -5.00726 -3.48475 0.83095
H -6.69193 -1.22871 -0.33645
H -5.69418 -1.15114 1.12295
H -3.64770 -1.21911 -0.16781
H -4.68298 -0.31871 -1.29062
H -6.17692 -3.44514 -1.98208
H -4.76271 -4.34579 -1.40037
C -10.44172 0.52405 -1.80782
C -9.86503 0.61649 -3.21901
C -8.72765 -0.39445 -3.15166
O -9.14100 -1.40355 -2.22853
C -10.29799 -0.96399 -1.51533
H -11.47092 0.87065 -1.72892
H -9.83116 1.10721 -1.11496
H -10.61113 0.29903 -3.95044
H -9.52514 1.61452 -3.49107
H -7.80746 0.06911 -2.77799
H -8.51155 -0.86098 -4.11331
H -11.16704 -1.52415 -1.87666
H -10.16535 -1.18050 -0.45447
C 2.52426 1.77869 4.69023
C 1.21488 1.01146 4.86878
C 1.07294 0.32338 3.51834
O 2.40178 0.07858 3.05305
C 3.34082 0.80117 3.85551
H 3.01256 2.04359 5.62688
H 2.34468 2.69738 4.12719
H 1.32229 0.26890 5.66330
H 0.35930 1.64331 5.10461
H 0.55901 0.97052 2.79964
H 0.53454 -0.62478 3.57424
H 3.87907 0.08851 4.49057
H 4.06393 1.29252 3.20674
C -4.20314 1.14763 5.60310
C -4.22764 2.66880 5.73827
C -2.87058 3.04895 5.16002
O -2.56753 2.06793 4.16713
C -3.47450 0.97044 4.27721
H -5.19094 0.68931 5.60489
H -3.62177 0.70846 6.41662
H -5.03025 3.08689 5.12708
H -4.36194 3.01766 6.76096
H -2.09198 3.02280 5.93082
H -2.86349 4.03608 4.69677
H -4.17329 1.00657 3.43401
H -2.91208 0.03751 4.21876
C 7.37456 3.62178 5.92703
C 7.95742 4.00601 4.56740
C 7.54476 2.81817 3.70908
O 6.31288 2.33617 4.25437
C 6.06984 2.94516 5.52128
H 7.21957 4.46791 6.59505
H 8.03066 2.90686 6.42825
H 7.48145 4.91913 4.20313
H 9.03455 4.16456 4.57708
H 8.28540 2.01273 3.76684
H 7.39465 3.06614 2.65990
H 5.26151 3.67777 5.41299
H 5.74825 2.17882 6.22906
C 6.40200 -0.82208 0.41082
C 7.80722 -1.07662 0.95291
C 8.49348 0.25422 0.66877
O 7.47874 1.25383 0.75290
C 6.18844 0.63648 0.79011
H 5.64232 -1.47922 0.83143
H 6.39059 -0.93789 -0.67514
H 7.76430 -1.25667 2.02950
H 8.31430 -1.91993 0.48614
H 8.92369 0.27307 -0.33847
H 9.28348 0.48692 1.38523
H 5.78751 0.72811 1.80539
H 5.52228 1.16287 0.10560
*
```

3.
C37H71NO2P2SSi3Ti | the ωB97M-V functional and the def2-TZVPD basis

LUMO level (spin up / spin down)   2.373 / 2.369 eV
Orbital gap (spin up / spin down)   5.2084 / 6.8951 eV
Energy above the lowest of the compared OMol25 structures with the same formula, charge and spin   196.4 kJ/mol
E_tot   -121269.5001 eV
F_max   2.69 eV Å⁻¹

The geometry in ORCA input format:
```
! wB97M-V def2-TZVPD RIJCOSX def2/J DEFGRID3
* xyz -1 2
Ti -0.99964 -0.54078 -0.39081
C 0.87477 3.70262 4.11788
C 0.29451 2.29481 4.19412
C 1.40604 1.27541 3.96019
P -1.10187 1.83010 2.98547
C -2.64372 2.44758 3.95076
C -2.51193 3.51531 5.03510
C -3.77347 2.83021 2.99502
C -0.90311 3.04491 1.63295
C -1.11308 4.40094 1.85885
C -0.90653 5.35860 0.88507
C -0.44248 4.94397 -0.35583
C -0.24521 3.61059 -0.61357
C -0.50145 2.59145 0.34130
N -0.27681 1.29047 0.03484
C 0.34366 1.05199 -1.20722
C -0.39798 1.03816 -2.40785
C 0.25294 0.98073 -3.62184
C 1.65720 0.98136 -3.66217
C 2.39321 1.04364 -2.49958
C 1.77071 1.08658 -1.25075
P 2.52014 1.54332 0.35284
C 3.82934 2.79804 -0.24925
C 5.25388 2.40258 -0.62414
C 3.84632 3.89216 0.82001
C 3.40969 -0.06079 0.84734
C 4.40314 0.13205 1.99427
C 4.01139 -0.86326 -0.29352
H 1.72025 3.77973 4.80488
H 1.23253 3.91219 3.11166
H 0.15021 4.46126 4.39852
H -0.11324 2.12513 5.20072
H 1.71317 1.30009 2.91550
H 2.26797 1.50249 4.58631
H 1.06328 0.27115 4.20209
H -2.94682 1.52388 4.47028
H -2.28932 4.49568 4.62200
H -3.46252 3.59369 5.56810
H -1.74931 3.25944 5.76600
H -3.50825 3.70851 2.41146
H -3.99715 2.02364 2.30183
H -4.68082 3.05192 3.55872
H -1.43052 4.72395 2.83840
H -1.07371 6.40751 1.09650
H -0.21560 5.67236 -1.12450
H 0.12748 3.33096 -1.58822
H -1.48874 1.15908 -2.34446
H -0.30655 0.97067 -4.54656
H 2.16330 0.95886 -4.61557
H 3.47138 1.08313 -2.56978
H 3.35977 3.22326 -1.14693
H 5.81155 2.02678 0.23015
H 5.27158 1.65442 -1.41212
H 5.77569 3.28733 -0.99718
H 4.23864 3.51028 1.76143
H 4.45899 4.73706 0.50381
H 2.83152 4.24962 0.99132
H 2.55537 -0.63906 1.24266
H 5.34503 0.53774 1.63419
H 4.01022 0.80305 2.75626
H 4.61575 -0.83163 2.46160
H 4.40498 -1.81063 0.08286
H 4.83013 -0.34045 -0.77812
H 3.23654 -1.07420 -1.02383
C -0.25941 -1.87347 2.13079
O -0.04397 -1.74663 0.75283
Si 0.09766 -3.18499 -0.30889
C 1.81129 -3.87345 0.22921
C -1.08306 -4.45441 0.55267
C -0.20247 -2.43653 -1.96558
Si 1.03415 -2.97118 -3.27840
C 2.91952 -2.62534 -3.06080
C 1.15823 -4.89735 -3.47536
C 0.82336 -2.18701 -5.03383
Si -2.10278 -2.63004 -2.46931
C -2.01861 -3.79128 -4.06300
C -3.49762 -3.80996 -1.75098
C -2.85223 -1.15218 -3.51681
H -1.22688 -2.35425 2.32982
H -0.24931 -0.87422 2.58102
H 0.53338 -2.48417 2.57778
H 1.81162 -4.31648 1.22104
H 2.57431 -3.10857 0.20257
H 2.09845 -4.64527 -0.47262
H -0.69435 -4.87332 1.48048
H -1.27058 -5.28078 -0.12317
H -2.04258 -3.99370 0.76505
H 3.32594 -3.11233 -2.18497
H 3.13327 -1.56690 -2.99615
H 3.45847 -3.00650 -3.92459
H 2.02203 -5.27468 -2.93344
H 1.25251 -5.21168 -4.51059
H 0.28314 -5.38188 -3.06040
H -0.09960 -1.62802 -5.11257
H 0.81477 -2.94502 -5.81274
H 1.63764 -1.50246 -5.25543
H -1.75250 -4.81549 -3.82114
H -1.32711 -3.45641 -4.82181
H -3.00128 -3.82855 -4.53077
H -3.69694 -3.65711 -0.69537
H -4.43338 -3.66044 -2.28374
H -3.21990 -4.84965 -1.88256
H -2.10195 -0.77395 -4.20251
H -3.19929 -0.31309 -2.91006
H -3.68781 -1.49765 -4.11841
C -2.73098 0.11891 0.69899
H -3.33243 0.83258 0.11928
H -2.70385 0.41481 1.74609
C -4.99179 -1.18115 -0.45125
S -3.54221 -1.46430 0.60735
C -4.64491 -1.25825 2.18881
O -2.36301 -1.55386 -0.91860
H -5.45623 -0.24218 -0.16834
H -5.67748 -2.00892 -0.30277
H -4.62882 -1.16464 -1.46883
H -5.32521 -2.09934 2.26129
H -5.20984 -0.33307 2.21122
H -3.96185 -1.28586 3.03003
*
```

4.
C37H72ClF8N4O8S2 | the ωB97M-V functional and the def2-TZVPD basis

LUMO level   -4.449 eV
Orbital gap   5.0805 eV
E_tot   -117783.6732 eV
F_max   5.28 eV Å⁻¹

The geometry in ORCA input format:
```
! wB97M-V def2-TZVPD RIJCOSX def2/J DEFGRID3
* xyz 1 1
C -1.60062 -0.12911 2.82338
C -0.82660 -1.48294 2.32878
N -1.28718 -2.07594 1.02983
C -1.17729 -1.15596 -0.15321
C 0.28774 -1.50817 -0.87957
C -2.58777 -2.82574 1.11155
S -2.91778 -3.92282 -0.19093
S -3.87412 -2.75390 2.46634
C -4.99999 -1.30425 1.93414
C -6.22140 -1.04772 3.02638
C -7.13774 0.26969 2.71842
C -6.64123 1.66985 3.40051
C -5.10295 1.69015 3.96276
O -4.08582 1.99620 2.94624
C -4.37844 3.28666 2.26413
C -4.02456 4.61645 3.14513
C -2.91433 5.62670 2.47116
O -2.47197 6.56636 3.55474
C -5.90170 3.31154 1.57532
C -5.75174 2.25993 0.28104
C -7.11482 2.11926 -0.61266
C -6.61643 1.96161 -2.20151
C -7.68286 0.99132 -3.03430
O -8.47083 1.73087 -4.04376
C -6.32949 4.78097 0.99080
C -5.65165 5.20248 -0.44093
O -4.18839 5.07594 -0.50378
C -3.70287 4.72808 -1.84444
C -2.64284 5.79820 -2.50219
F -2.37400 5.29676 -3.90204
F -3.26125 7.15266 -2.69576
C -1.18537 5.83148 -1.75154
F -0.29107 4.90351 -2.53992
F -1.20507 5.29437 -0.37142
C -0.45325 7.31320 -1.83164
F -0.44864 7.84627 -3.24041
F 0.99885 7.05473 -1.50828
C -1.00575 8.39296 -0.72802
F -2.27702 8.01496 -0.06315
F -1.16281 9.71556 -1.42870
N -6.99806 2.86343 2.50987
Cl -7.52206 4.11371 3.63502
H -2.26234 -0.31784 3.77810
H -2.26155 0.33553 1.97580
H -0.74999 0.64093 3.15280
H -0.98432 -2.31804 3.16511
H 0.34588 -1.26724 2.34104
H -1.13655 -0.01247 0.08316
H -1.99296 -1.30447 -0.98861
H 1.11190 -1.36120 -0.04063
H 0.45573 -0.62199 -1.66145
H 0.29584 -2.56915 -1.37342
H -4.31781 -0.36484 1.78063
H -5.50401 -1.61081 0.89638
H -6.94167 -1.99279 2.90889
H -5.84237 -1.10894 4.15686
H -7.29188 0.31364 1.54663
H -8.22221 0.03030 3.15732
H -7.32751 1.80973 4.36968
H -4.77347 0.74502 4.56885
H -5.06032 2.59064 4.74708
H -3.63854 3.30341 1.32678
H -4.93745 5.27128 3.46874
H -3.53081 4.22553 4.15946
H -1.94728 5.10072 2.07419
H -3.46879 6.29963 1.68659
H -2.38795 6.07665 4.42637
H -4.82457 2.54790 -0.41396
H -5.48870 1.15874 0.66152
H -7.82755 3.04667 -0.59682
H -7.76458 1.17053 -0.39908
H -6.60692 2.98832 -2.76804
H -5.57029 1.42109 -2.28020
H -7.12257 0.12103 -3.62781
H -8.45659 0.44743 -2.33560
H -8.48258 2.71587 -3.85969
H -6.16490 5.68258 1.71739
H -7.50641 4.73073 0.79686
H -5.88064 6.36701 -0.57716
H -6.23743 4.66894 -1.30326
H -4.52982 4.52808 -2.64612
H -3.10569 3.70179 -1.72655
H -0.19709 8.49353 0.14273
H -7.89835 2.57447 2.02022
C 7.15260 -1.86972 2.33136
O 7.04768 -2.75216 1.22169
C 7.26567 -4.12597 1.55936
C 5.95077 -4.92104 1.49530
N 5.04493 -4.54819 2.58625
C 3.67355 -5.03719 2.41586
C 2.89222 -4.56580 1.17071
O 2.55783 -3.17629 1.17772
C 3.60421 -2.31469 0.75116
H 7.19564 -0.84625 1.95029
H 6.27897 -1.95229 2.98056
H 8.06367 -2.06235 2.90676
H 7.75901 -4.24061 2.53332
H 7.94554 -4.52642 0.79972
H 6.17246 -5.99278 1.56061
H 5.49991 -4.72550 0.51893
H 5.01333 -3.53590 2.66324
H 3.11616 -4.70942 3.30209
H 3.68282 -6.13298 2.43990
H 1.93352 -5.09661 1.17407
H 3.38090 -4.84610 0.23068
H 4.22487 -2.76546 -0.03006
H 4.21037 -2.01595 1.60567
H 3.15156 -1.40399 0.34572
C 7.26427 -5.69569 -5.81006
O 8.68263 -5.59916 -5.80967
C 9.16533 -4.25163 -5.81640
C 9.78199 -3.88393 -4.45634
N 8.75507 -3.76417 -3.41671
C 9.29034 -3.71512 -2.05292
C 10.11128 -4.92572 -1.55936
O 9.34728 -6.12009 -1.37939
C 9.11824 -6.86001 -2.57073
H 6.99302 -6.73157 -6.02899
H 6.85459 -5.43853 -4.83152
H 6.82305 -5.05352 -6.57895
H 8.38945 -3.53444 -6.11432
H 9.95592 -4.21071 -6.57333
H 10.31644 -2.93096 -4.54719
H 10.51034 -4.66056 -4.20904
H 8.12124 -4.55529 -3.48028
H 8.42661 -3.60465 -1.38564
H 9.89063 -2.80491 -1.94068
H 10.49216 -4.67028 -0.56409
H 10.99816 -5.11723 -2.17401
H 9.96013 -6.80085 -3.26817
H 8.19629 -6.52449 -3.04435
H 8.97372 -7.91016 -2.29695
*
```